Density functional theory data (ωB97M-V with the def2-TZVPD basis set) for a cluster of 12 separate species, C40H101N13O16 in total in a non-equilibrium geometry.

```
170
Properties=species:S:1:pos:R:3:forces:R:3:mulliken_charge:R:1
C -22.655 -9.250 -15.166 0.16 -0.19 0.46 -1.89
C -23.473 -8.061 -14.677 0.42 1.75 -0.16 1.37
C -24.858 -8.555 -14.157 0.02 -0.10 -0.84 -1.25
C -25.561 -7.651 -13.144 1.77 -0.74 0.26 -0.61
C -24.532 -7.378 -12.009 -0.03 -0.81 0.13 -1.30
C -23.153 -6.706 -12.432 -5.07 1.51 -1.30 1.45
N -22.632 -7.486 -13.519 -1.95 -1.92 -0.15 0.22
O -21.549 -6.803 -13.998 1.62 0.67 -1.02 -0.51
C -23.563 -5.241 -12.802 0.68 -0.72 0.41 -1.56
C -22.236 -6.630 -11.298 0.77 -1.70 1.76 -1.96
C -23.759 -7.047 -15.902 -0.34 -0.48 0.80 -1.48
H -21.620 -8.971 -15.361 -0.12 0.15 -0.28 0.35
H -23.088 -9.758 -16.027 -0.04 0.18 -0.10 0.40
H -22.614 -9.960 -14.340 -0.01 -0.17 -0.01 0.46
H -25.543 -8.732 -14.986 0.15 0.58 -0.63 0.38
H -24.783 -9.603 -13.867 0.42 0.10 1.02 0.47
H -26.374 -8.242 -12.722 -0.25 0.35 0.02 0.38
H -25.941 -6.760 -13.644 -0.02 0.09 0.23 0.33
H -24.314 -8.348 -11.562 0.33 -0.51 -0.31 0.47
H -25.081 -6.961 -11.165 0.46 1.10 -0.02 0.47
H -24.213 -5.165 -13.673 0.32 0.07 -0.06 0.31
H -24.107 -4.878 -11.930 0.06 0.34 -0.08 0.37
H -22.605 -4.728 -12.890 -0.39 0.59 -0.44 0.38
H -22.078 -7.683 -11.064 0.56 -0.22 0.36 0.49
H -21.257 -6.168 -11.426 -0.23 0.28 -0.27 0.42
H -22.722 -6.249 -10.400 0.02 0.43 -0.17 0.37
H -24.485 -6.290 -15.606 -0.45 -0.31 0.05 0.36
H -24.164 -7.698 -16.677 -0.40 0.15 -0.01 0.43
H -23.034 -6.429 -16.433 0.99 -0.51 0.66 0.31
H -20.872 -7.094 -13.383 0.56 0.04 -0.32 0.37
C -22.909 -10.014 -1.137 0.06 0.14 -0.43 -1.49
C -23.880 -9.802 -2.305 -0.26 0.73 -1.56 1.28
C -23.107 -9.818 -3.611 1.13 -0.02 -1.74 -1.18
C -22.628 -11.156 -4.138 -0.97 -1.64 0.36 -0.74
C -23.811 -12.184 -4.292 2.27 0.78 1.12 -1.20
C -24.619 -12.221 -2.957 -0.34 -1.03 -1.59 1.73
N -24.935 -10.885 -2.471 -0.07 2.39 -1.54 0.11
O -25.725 -10.938 -1.332 -0.14 0.05 0.50 -0.44
C -25.881 -13.075 -3.292 -0.97 0.87 1.88 -1.82
C -23.914 -12.998 -1.876 0.62 -1.44 -0.05 -1.92
C -24.468 -8.294 -2.326 -0.91 -2.33 1.37 -1.86
H -22.227 -10.816 -1.420 -0.29 -0.35 0.63 0.34
H -23.435 -10.138 -0.191 0.27 -0.39 0.15 0.35
H -22.230 -9.173 -0.996 -0.33 0.38 -0.12 0.47
H -23.673 -9.347 -4.414 -0.44 -0.01 0.12 0.40
H -22.201 -9.213 -3.580 -0.02 0.41 0.59 0.43
H -21.934 -11.591 -3.419 0.18 -0.06 0.11 0.27
H -22.077 -11.150 -5.078 -0.03 0.62 -0.04 0.41
H -23.315 -13.151 -4.381 -0.15 -0.31 0.11 0.39
H -24.268 -12.064 -5.274 -0.95 0.43 0.51 0.45
H -25.741 -13.995 -3.861 0.41 0.47 -0.40 0.37
H -26.249 -13.426 -2.328 -0.12 -0.23 0.20 0.41
H -26.734 -12.472 -3.604 0.27 0.06 -0.76 0.42
H -22.855 -12.759 -1.777 -0.15 0.03 0.31 0.32
H -24.468 -12.986 -0.938 0.23 0.63 0.15 0.43
H -23.996 -14.061 -2.104 0.39 -0.17 -0.31 0.49
H -23.665 -7.582 -2.134 -0.01 -0.04 -0.65 0.35
H -25.178 -8.165 -1.510 0.02 -0.06 0.32 0.42
H -25.099 -8.185 -3.208 0.60 0.34 -0.24 0.44
H -25.042 -10.932 -0.657 -0.34 -0.25 0.99 0.37
C -40.713 -6.200 -14.852 0.39 1.20 -0.27 -1.63
C -40.952 -7.631 -15.297 -0.36 -0.89 -0.32 1.50
C -39.919 -8.159 -16.338 2.47 -0.28 1.51 -1.17
C -38.543 -8.525 -15.687 -0.23 2.63 1.24 -0.80
C -38.687 -9.451 -14.521 -1.26 0.48 -1.19 -1.11
C -39.780 -9.008 -13.433 3.08 0.67 -0.32 1.39
N -40.954 -8.559 -14.110 -1.58 -1.21 -1.60 0.29
O -42.047 -8.304 -13.204 1.03 0.33 -0.40 -0.45
C -39.871 -10.362 -12.688 -0.92 -0.11 0.07 -1.79
C -39.131 -7.895 -12.514 -0.47 -1.84 1.07 -1.85
C -42.305 -7.730 -16.086 -1.04 -0.24 1.63 -1.96
H -39.694 -5.861 -15.034 0.22 -0.17 -0.06 0.33
H -40.888 -5.968 -13.802 -0.26 -0.54 0.01 0.27
H -41.342 -5.503 -15.407 -0.08 -0.02 -0.13 0.46
H -40.240 -9.100 -16.784 -0.54 0.46 -0.54 0.40
H -39.607 -7.340 -16.986 -0.93 -0.22 -0.70 0.45
H -38.151 -7.613 -15.238 -0.15 0.78 0.09 0.25
H -37.661 -8.727 -16.296 -0.61 -0.79 -0.75 0.45
H -37.673 -9.558 -14.137 -0.39 -0.63 0.62 0.51
H -39.092 -10.303 -15.067 0.27 -1.01 0.89 0.37
H -38.863 -10.653 -12.392 0.04 -0.11 -0.36 0.41
H -40.447 -10.519 -11.776 -0.38 0.90 0.12 0.36
H -40.303 -11.066 -13.398 0.30 -0.27 -0.03 0.48
H -38.847 -8.488 -11.645 0.29 0.21 0.39 0.57
H -38.188 -7.435 -12.811 -0.47 0.36 -0.59 0.28
H -39.901 -7.239 -12.107 0.23 0.38 -0.42 0.37
H -43.129 -7.392 -15.457 0.03 0.10 0.49 0.47
H -42.588 -8.762 -16.292 0.42 -0.13 -0.26 0.43
H -42.493 -7.117 -16.967 1.08 -0.01 -0.22 0.40
H -42.550 -9.119 -13.271 -0.17 -0.04 0.00 0.33
C -22.526 -17.308 -13.293 -0.21 -0.13 0.93 -0.25
C -21.365 -17.256 -12.282 -0.78 2.70 -0.46 -0.54
O -20.848 -18.423 -11.845 0.89 -2.97 0.19 -0.49
O -23.734 -17.634 -12.571 0.56 -0.52 -0.39 -0.48
H -22.289 -18.008 -14.095 -0.37 -0.32 0.18 0.29
H -22.765 -16.348 -13.750 0.82 0.29 -0.09 0.27
H -21.710 -16.780 -11.364 -0.45 0.99 -0.19 0.37
H -20.579 -16.618 -12.686 0.19 0.15 -0.22 0.22
H -20.862 -18.457 -10.886 0.00 -0.13 -0.23 0.33
H -23.559 -17.160 -11.755 -0.66 -0.10 0.31 0.27
C -32.183 -14.784 -12.113 1.78 0.73 -1.18 -0.27
C -30.667 -15.209 -11.876 -2.62 -1.13 -0.34 -0.38
O -30.763 -15.689 -10.567 1.28 -0.65 2.13 -0.52
O -32.391 -13.386 -11.878 -0.43 -0.46 -0.42 -0.51
H -32.790 -15.469 -11.522 0.09 0.33 0.50 0.25
H -32.503 -14.993 -13.134 0.15 0.50 -0.26 0.31
H -29.832 -14.561 -12.143 -0.40 0.60 0.35 0.29
H -30.484 -16.146 -12.401 -0.06 0.12 -0.61 0.23
H -30.543 -15.096 -9.844 0.17 0.37 -0.34 0.30
H -32.077 -13.090 -11.021 0.04 -0.40 0.18 0.30
C -31.234 -9.413 -5.246 1.03 0.08 0.02 -0.35
C -32.255 -9.952 -6.238 -0.11 -0.26 0.71 -0.35
O -32.046 -11.348 -6.414 -0.22 -0.04 -0.13 -0.52
O -31.343 -9.896 -3.919 -1.00 -1.00 0.65 -0.52
H -31.242 -8.337 -5.073 0.07 0.27 -1.13 0.27
H -30.284 -9.829 -5.580 0.30 0.76 -0.59 0.29
H -32.166 -9.539 -7.243 0.32 0.36 0.23 0.29
H -33.260 -9.723 -5.885 -0.26 -0.15 0.04 0.26
H -32.270 -11.794 -5.594 0.01 0.00 0.18 0.31
H -30.468 -10.155 -3.620 -0.13 -0.04 0.00 0.32
C -38.161 -19.623 -16.189 -0.09 -1.45 0.43 -0.46
C -38.693 -20.864 -15.299 1.67 0.02 -0.52 -0.31
O -37.694 -21.889 -14.836 -1.11 1.71 -0.59 -0.52
O -37.761 -20.019 -17.513 -0.32 -0.50 0.60 -0.51
H -37.302 -19.141 -15.723 0.07 -0.16 0.41 0.32
H -38.951 -18.873 -16.217 -0.27 -0.15 -0.03 0.35
H -39.464 -21.434 -15.817 0.03 0.27 -0.27 0.27
H -39.128 -20.450 -14.389 0.10 0.07 -0.02 0.26
H -36.886 -21.783 -15.343 0.00 0.06 -0.21 0.31
H -37.860 -19.297 -18.138 -0.07 0.13 0.20 0.30
C -31.165 -20.987 -6.122 -0.02 3.30 3.52 0.67
O -30.788 -20.138 -5.305 0.68 -0.75 -0.16 -0.67
N -31.558 -22.190 -5.798 -0.57 -4.11 1.88 -0.39
N -31.489 -20.676 -7.330 -0.83 0.78 -5.09 -0.37
H -31.577 -22.456 -4.824 0.25 0.20 -0.25 0.21
H -31.841 -22.911 -6.446 0.18 0.37 0.05 0.18
H -32.096 -21.326 -7.808 0.21 0.50 -0.31 0.18
H -31.383 -19.745 -7.708 0.09 -0.29 0.36 0.21
C -29.961 -12.361 -21.000 0.27 2.81 -0.13 0.67
O -29.817 -11.259 -21.464 0.38 1.88 -1.52 -0.66
N -30.058 -12.506 -19.710 -0.23 -0.51 3.69 -0.41
N -30.008 -13.458 -21.661 -0.37 -4.90 -3.16 -0.35
H -29.858 -11.653 -19.207 -0.39 -0.56 0.41 0.22
H -30.389 -13.381 -19.330 0.24 0.59 0.55 0.18
H -30.075 -14.349 -21.189 0.07 0.22 -0.17 0.15
H -30.025 -13.507 -22.670 0.04 0.43 0.35 0.21
C -37.423 -21.191 -7.921 -2.77 -4.44 -4.89 0.62
O -38.071 -22.236 -8.058 0.08 -0.11 0.17 -0.70
N -37.204 -20.658 -6.833 0.74 2.63 9.91 -0.35
N -36.947 -20.549 -8.936 1.69 2.06 -4.28 -0.39
H -37.638 -21.166 -6.076 0.15 0.05 0.12 0.24
H -36.908 -19.740 -6.532 0.11 -0.11 -0.96 0.20
H -36.345 -19.747 -8.817 -0.23 -0.24 -0.30 0.17
H -37.187 -20.882 -9.859 0.24 0.16 0.23 0.21
C -30.098 -19.640 -19.216 1.53 2.94 -1.20 0.68
O -29.990 -18.449 -19.084 -0.36 2.87 0.88 -0.67
N -30.036 -20.480 -18.248 -0.39 -2.23 2.32 -0.42
N -30.036 -20.147 -20.413 -0.57 -1.97 -3.37 -0.41
H -29.899 -20.001 -17.369 -0.44 -1.15 0.39 0.24
H -30.344 -21.393 -18.552 0.18 -0.27 1.75 0.20
H -29.953 -21.150 -20.495 0.14 0.42 -0.80 0.16
H -29.902 -19.487 -21.166 -0.10 -0.58 0.02 0.22
C -26.207 -23.185 -12.269 0.52 1.98 2.80 0.61
O -26.405 -24.312 -12.514 -0.94 -4.15 -1.69 -0.57
N -27.163 -22.355 -11.777 -0.49 1.43 -0.36 -0.38
N -24.947 -22.707 -12.086 1.12 0.76 -0.47 -0.39
H -26.869 -21.406 -11.592 -0.68 -0.22 0.28 0.16
H -28.079 -22.699 -11.528 0.36 0.18 -0.32 0.20
H -24.764 -21.715 -12.046 0.26 -0.36 -0.01 0.17
H -24.201 -23.369 -12.239 -0.13 0.42 -0.23 0.20
```
Positions in Å, forces in eV/Å.

The spin multiplicity is 1. As for the net charge: 0. The calculation puts the energy relative to the best compared isomer or geometry (same formula, charge and spin) at 723.3 kJ/mol. The SMILES is CC1(C)CCCC(C)(C)N1O.CC1(C)CCCC(C)(C)N1O.CC1(C)CCCC(C)(C)N1O.NC(N)=O.NC(N)=O.NC(N)=O.NC(N)=O.NC(N)=O.OCCO.OCCO.OCCO.OCCO. The calculation puts the largest force on an atom at 10.3 eV/Å.